CH2Br2N2O as an isolated structure, computed with ωB97M-V/def2-TZVPD.

Results
Energy above the lowest of the compared OMol25 structures with the same formula, charge and spin (kcal per mole): 27.4
E (eV): -146179.5920
2S+1: 1

Each line ends with the Löwdin charge.
CARTESIAN COORDINATES (ANGSTROEM)
C  -1.33  0.87  -0.16  -0.576
N  -1.15  1.89  0.70  0.153
N  -2.58  -0.24  0.62  -0.991
O  -0.89  0.43  -1.16  0.071
Br  -2.81  -1.74  -0.47  0.583
Br  -3.98  0.92  0.41  0.609
H  -1.81  2.04  1.41  0.049
H  -0.88  2.70  0.24  0.102